Computed, not measured: a structure of composition C60H48As2N2O4PPd, with ωB97M-V/def2-TZVPD.

The charge is +3. Its max |F| is 0.4 eV/A. Its spin multiplicity is 5. For the HOMO energy (alpha / beta), the calculation gives -14.916 / -15.008 eV.

XYZ file:
```
118
Properties=species:S:1:pos:R:3:forces:R:3
Pd 0.017 -0.231 0.652 0.03 0.14 -0.09
N -1.090 -1.016 3.575 -0.04 -0.08 -0.09
P -0.496 -1.956 2.289 0.11 0.08 0.11
C 1.161 -2.507 2.716 -0.09 -0.03 0.01
C 1.587 -3.790 2.374 -0.03 0.00 -0.07
C 2.907 -4.155 2.590 -0.01 0.01 0.00
C 3.799 -3.244 3.136 -0.01 0.00 0.00
C 3.379 -1.961 3.469 0.01 0.01 0.02
C 2.064 -1.588 3.256 0.00 0.06 0.04
C -1.556 -3.396 2.198 0.03 0.04 -0.11
C -1.833 -4.135 3.349 0.00 0.05 0.02
C -2.650 -5.250 3.268 -0.01 -0.03 0.03
C -3.177 -5.637 2.043 -0.01 0.00 -0.03
C -2.885 -4.917 0.893 0.02 -0.01 0.02
C -2.071 -3.796 0.966 -0.04 0.02 -0.03
C -1.028 0.361 3.578 0.04 0.01 0.04
C -1.453 1.091 4.695 0.01 0.00 -0.05
C -1.332 2.461 4.678 0.02 -0.04 -0.04
C -0.793 3.091 3.555 0.01 -0.01 -0.01
C -0.409 2.312 2.492 -0.02 0.04 -0.10
N -0.532 0.969 2.492 -0.15 -0.01 -0.01
H -1.439 -1.455 4.416 0.05 0.03 0.01
H 0.894 -4.501 1.943 -0.01 -0.01 0.01
H 3.235 -5.154 2.338 0.01 -0.03 0.00
H 4.824 -3.536 3.316 0.03 -0.01 0.00
H 4.076 -1.260 3.905 0.02 0.02 0.02
H 1.740 -0.588 3.527 0.00 -0.01 -0.01
H -1.401 -3.863 4.305 0.02 0.00 0.03
H -2.864 -5.826 4.157 0.00 -0.01 0.01
H -3.806 -6.515 1.984 -0.02 -0.02 0.00
H -3.281 -5.236 -0.061 -0.01 -0.01 -0.02
H -1.813 -3.248 0.067 -0.02 0.00 0.01
H -1.841 0.572 5.560 -0.02 -0.02 0.04
H -1.638 3.039 5.538 -0.01 0.03 0.04
H -0.655 4.161 3.521 0.00 0.04 0.00
H 0.017 2.723 1.585 0.00 0.01 0.01
O 0.517 1.723 -0.294 0.05 -0.06 0.09
As 1.714 1.950 -1.472 0.06 0.06 -0.01
C 1.394 3.699 -2.175 0.04 -0.06 0.04
C 1.375 4.759 -1.270 0.07 -0.01 0.08
C 1.155 6.047 -1.728 0.00 0.02 0.02
C 0.949 6.275 -3.085 -0.01 0.02 -0.03
C 0.975 5.219 -3.984 -0.01 0.02 -0.02
C 1.203 3.925 -3.532 -0.02 -0.08 -0.09
C 1.528 0.678 -2.877 0.08 0.03 0.01
C 0.291 0.567 -3.502 -0.13 0.07 0.08
C 0.102 -0.384 -4.491 0.02 -0.02 -0.01
C 1.159 -1.203 -4.867 0.00 0.00 -0.01
C 2.396 -1.084 -4.247 0.01 -0.02 0.00
C 2.584 -0.146 -3.242 0.01 -0.05 0.02
C 3.458 1.941 -0.709 -0.02 -0.01 -0.04
C 4.546 2.222 -1.529 0.00 -0.02 -0.04
C 5.820 2.254 -0.983 0.00 0.03 0.00
C 5.995 2.028 0.376 0.00 0.00 0.02
C 4.903 1.767 1.192 0.05 -0.01 0.03
C 3.628 1.719 0.651 -0.15 -0.06 0.06
H 1.562 4.583 -0.215 -0.02 0.00 -0.03
H 1.168 6.878 -1.036 0.00 0.01 0.02
H 0.787 7.282 -3.443 0.00 0.02 -0.01
H 0.835 5.402 -5.040 -0.01 0.01 -0.02
H 1.239 3.106 -4.240 0.00 0.02 0.02
H -0.530 1.221 -3.217 0.07 -0.06 -0.05
H -0.861 -0.484 -4.972 -0.03 0.02 -0.02
H 1.019 -1.934 -5.651 0.00 -0.03 -0.01
H 3.215 -1.725 -4.545 0.00 -0.01 0.00
H 3.535 -0.075 -2.729 0.02 -0.01 -0.02
H 4.410 2.420 -2.587 0.00 0.01 0.01
H 6.671 2.476 -1.612 0.01 -0.01 -0.01
H 6.988 2.072 0.802 0.01 0.00 0.01
H 5.047 1.609 2.252 0.00 0.00 0.00
H 2.770 1.513 1.284 0.05 0.01 -0.06
O 4.340 -1.642 -0.479 0.06 0.14 0.04
C 3.868 -2.842 -0.872 -0.05 -0.11 -0.09
C 4.726 -3.891 -1.204 -0.11 0.13 0.05
C 4.214 -5.109 -1.600 -0.07 -0.03 -0.01
C 2.836 -5.318 -1.673 -0.04 0.07 0.02
C 1.983 -4.290 -1.338 0.07 -0.10 -0.01
C 2.478 -3.040 -0.938 0.08 0.03 0.02
C 1.516 -2.021 -0.554 0.17 -0.16 -0.17
O 0.276 -2.275 -0.425 -0.12 0.03 -0.09
O 1.838 -0.812 -0.282 0.03 0.04 0.16
H 5.305 -1.669 -0.438 -0.03 0.02 -0.01
H 5.797 -3.742 -1.147 0.03 0.02 0.00
H 4.896 -5.909 -1.856 0.00 -0.01 -0.01
H 2.447 -6.274 -1.991 -0.02 -0.03 0.00
H 0.911 -4.429 -1.378 -0.03 -0.01 -0.02
C -4.611 -0.509 -4.256 0.01 0.01 0.00
C -4.558 -1.409 -3.201 -0.03 -0.02 0.01
C -3.857 -1.092 -2.048 0.08 -0.10 0.07
C -3.215 0.138 -1.958 0.14 0.06 -0.03
C -3.256 1.041 -3.017 -0.03 0.06 0.06
C -3.962 0.715 -4.164 -0.02 -0.03 0.01
As -2.217 0.581 -0.363 -0.09 -0.20 0.34
C -2.461 2.488 -0.151 0.23 -0.03 -0.24
C -1.871 3.503 -0.858 0.04 -0.29 -0.07
C -2.205 4.830 -0.556 0.03 0.04 -0.03
C -3.106 5.135 0.467 -0.18 -0.04 0.20
C -3.687 4.124 1.195 -0.05 0.34 0.03
C -3.382 2.776 0.896 -0.11 -0.31 0.18
C -3.930 1.642 1.571 0.19 0.25 -0.20
C -4.850 1.702 2.641 -0.18 -0.03 0.19
C -5.338 0.539 3.186 -0.01 0.18 0.00
C -4.919 -0.696 2.686 -0.05 -0.03 0.04
C -3.996 -0.781 1.637 0.19 0.05 -0.17
C -3.503 0.374 1.082 -0.06 -0.14 -0.16
H -5.167 -0.758 -5.148 0.00 -0.01 -0.03
H -5.068 -2.360 -3.274 -0.01 0.00 0.00
H -3.826 -1.805 -1.230 0.02 0.03 -0.02
H -2.775 2.010 -2.946 0.00 -0.04 -0.02
H -4.015 1.420 -4.982 0.01 0.02 -0.01
H -1.137 3.311 -1.632 -0.10 -0.01 0.09
H -1.746 5.629 -1.123 0.01 0.03 -0.03
H -3.345 6.168 0.677 -0.02 0.01 0.03
H -4.386 4.358 1.986 0.00 0.04 0.01
H -5.184 2.657 3.020 -0.02 0.02 0.03
H -6.056 0.573 3.992 -0.02 0.02 0.04
H -5.318 -1.606 3.113 -0.02 -0.03 0.01
H -3.690 -1.758 1.287 0.02 0.01 -0.03
```
Forces are in eV/Å.